No. 1
9
Properties=species:S:1:pos:R:3:forces:R:3 method="wB97M-V/def2-TZVPD" e_homo_ev=-10.68 max_force_ha_per_bohr=0.120 mol_weight_g_mol=78.06 energy_ev=-8607.456 multiplicity=1 smiles=F[C@@H]1C[C@@H]1F
C 0.62843 -0.22462 0.17459 3.48 -4.99 -0.21
C -0.49143 -0.13517 -0.84260 2.30 -0.49 -2.18
C -0.24853 0.81146 0.32493 -4.54 -2.93 3.00
H 1.75669 -0.23064 0.13772 -1.51 0.32 -0.48
H -0.97954 -1.13879 -0.76262 -0.26 1.63 0.11
H -0.06596 0.03955 -1.89650 -1.31 0.55 1.65
H 0.14103 1.72399 0.33047 0.58 4.14 -0.37
F 0.21856 -1.28834 0.97690 1.58 -0.86 0.32
F -0.95925 0.44256 1.55709 -0.32 2.62 -1.84

No. 2
11
Properties=species:S:1:pos:R:3:forces:R:3 method="wB97M-V/def2-TZVPD" e_homo_ev=-9.94 max_force_ha_per_bohr=0.085 mol_weight_g_mol=106.07 energy_ev=-11588.909 multiplicity=1 smiles="FCN=C=NCF"
C -0.01893 0.52279 -0.20382 -0.03 -0.14 0.47
C 1.62139 0.91224 1.45327 2.93 -1.31 3.00
C -1.71340 -0.89796 -1.40018 0.35 0.99 0.48
N -0.66119 0.07189 -1.09448 -0.86 -1.34 -1.67
N 0.56246 1.14056 0.65222 -0.85 1.54 -0.84
F 1.72108 -0.44522 1.75585 -0.25 -1.93 -0.09
F -1.28812 -1.80494 -2.34262 0.60 -0.37 0.45
H 2.70411 1.02616 1.10484 -1.67 1.19 -0.17
H 1.46802 1.24854 2.51486 0.18 1.01 -1.32
H -2.44422 -0.32073 -2.03697 -0.11 -0.59 1.76
H -1.95121 -1.45333 -0.40297 -0.30 0.96 -2.08

No. 3
12
Properties=species:S:1:pos:R:3:forces:R:3 method="wB97M-V/def2-TZVPD" e_homo_ev="-10.87 / -9.79" max_force_ha_per_bohr=0.068 mol_weight_g_mol=142.13 energy_ev=-23534.995 multiplicity=1
C 1.59473 -1.67454 0.48084 1.53 -3.11 -0.30
C 2.05168 -0.49899 0.11453 1.04 0.42 -0.13
C -1.84761 0.32071 -0.39845 -0.07 2.13 -1.52
O -0.70832 2.13438 1.40291 0.32 -0.68 -0.16
O -0.34642 2.62011 -1.00052 0.18 -1.55 0.86
F 0.31309 -2.09274 0.58832 0.20 1.10 0.04
F 3.34857 -0.16849 -0.09630 -2.02 -0.49 0.43
S -0.39073 1.61655 0.08189 -1.86 0.79 -0.97
H 2.27401 -2.63559 0.55833 -0.99 2.31 -0.04
H -1.61457 -0.65171 -0.07839 0.30 -0.97 1.09
H -2.85128 0.73445 -0.15985 0.99 -0.17 0.57
H -1.82314 0.29585 -1.49329 0.38 0.23 0.13

No. 4
12
Properties=species:S:1:pos:R:3:forces:R:3 method="wB97M-V/def2-TZVPD" e_homo_ev=-9.40 max_force_ha_per_bohr=0.069 mol_weight_g_mol=148.12 energy_ev=-24878.005 multiplicity=1
C 0.63916 -1.02951 -0.54009 -0.01 -0.95 0.40
C 0.44790 3.24799 -0.07660 0.94 0.78 -0.21
C -0.46383 -1.81520 0.18731 -1.13 2.21 -2.56
F -0.73426 3.43483 0.41272 -0.52 0.00 0.49
F 1.27147 3.40044 0.94193 -0.36 -0.10 -0.14
F -0.76339 -1.31853 1.37452 -0.24 0.81 1.34
F -1.65988 -1.74499 -0.58183 1.23 -0.27 0.79
S 0.17565 0.73783 -0.67292 -0.09 -0.92 0.65
H 1.59695 -1.31489 0.05845 -1.33 0.94 -1.52
H 0.57963 -1.32724 -1.61614 0.77 -0.43 1.10
H -0.22561 -2.79930 0.34026 0.54 -2.70 -0.05
H -0.86380 0.52858 0.17240 0.22 0.64 -0.28

No. 5
10
Properties=species:S:1:pos:R:3:forces:R:3 method="wB97M-V/def2-TZVPD" e_homo_ev=-7.87 max_force_ha_per_bohr=0.139 mol_weight_g_mol=201.97 energy_ev=-16038.682 multiplicity=1 smiles="CO/C(F)=C/I"
C 1.51534 -0.94264 0.88551 -6.00 3.27 -2.19
C 0.64113 0.01571 0.12234 4.86 -4.52 2.43
C -1.50332 0.65862 -0.54012 -1.86 -2.68 -0.29
O -0.63546 0.05359 0.47569 0.07 1.99 -1.74
F 1.10040 0.67788 -0.99684 -0.99 -0.49 1.92
I 3.52793 -0.96134 0.86212 0.50 -0.12 -0.06
H 0.79904 -1.53494 1.56835 1.92 0.91 -0.81
H -2.27983 1.29285 -0.10512 1.08 0.79 0.16
H -2.17621 -0.19951 -0.80149 0.66 0.41 -0.28
H -0.98902 0.93978 -1.47045 -0.23 0.44 0.86

No. 6
9
Properties=species:S:1:pos:R:3:forces:R:3 method="wB97M-V/def2-TZVPD" e_homo_ev="-10.24 / -8.32" max_force_ha_per_bohr=0.060 mol_weight_g_mol=73.07 energy_ev=-7375.994 multiplicity=1
C 0.55626 1.76234 1.25373 -0.01 -1.71 -0.73
C 0.70972 0.68540 0.69702 0.29 0.64 -0.10
C 0.76096 -0.36370 -0.19330 -1.84 1.39 0.11
N -1.07967 -1.91490 0.54486 -0.61 1.95 -0.20
F -1.07477 -2.51996 -0.68139 0.21 -0.79 0.41
H 0.04896 2.57116 1.66462 -0.09 1.00 0.70
H 1.32891 -1.19699 -0.30814 2.18 -2.04 0.74
H 0.16784 -0.27719 -1.07230 -0.69 0.50 -0.47
H -0.74586 -2.57165 1.25004 0.55 -0.94 -0.47

No. 7
9
Properties=species:S:1:pos:R:3:forces:R:3 method="wB97M-V/def2-TZVPD" e_homo_ev=-12.25 max_force_ha_per_bohr=0.092 mol_weight_g_mol=73.07 energy_ev=-7382.119 multiplicity=1 smiles=C[C@H](F)C#N
C 0.50378 -0.84642 -0.39962 0.35 4.59 -1.13
C -0.49539 -0.00115 0.39684 -2.50 -1.12 -3.10
C -0.14081 1.35915 0.42364 2.41 3.14 -0.05
H 0.38007 -0.35385 -1.43682 0.55 -1.07 1.33
H 1.47532 -0.46597 0.00556 -0.42 -0.93 -0.53
H 0.41225 -1.87828 -0.48626 -0.43 -1.66 0.41
H -0.71827 -0.26199 1.36871 -0.56 -1.25 2.07
N 0.38931 2.38847 0.44596 -0.95 -0.98 0.02
F -1.80627 0.06004 -0.31799 1.54 -0.71 0.97

No. 8
12
Properties=species:S:1:pos:R:3:forces:R:3 method="wB97M-V/def2-TZVPD" e_homo_ev=-8.55 max_force_ha_per_bohr=0.041 mol_weight_g_mol=133.15 energy_ev=-21198.265 multiplicity=1 smiles=Nc1n[nH]c(F)c1S
C 0.12141 0.75042 -0.04219 -1.67 0.94 -0.21
C -0.95680 -1.14991 -0.06011 -0.39 1.09 -0.06
C 0.32270 -0.63789 -0.06786 0.03 -0.92 0.20
H 0.79654 2.66737 -0.20284 -0.17 -0.16 -0.10
H 1.94334 1.41237 -0.48259 -1.05 0.73 0.79
H -2.84587 -0.21346 -0.07894 0.65 0.43 0.03
H 2.09270 -1.58762 1.22155 -0.20 0.09 -0.99
N 1.08156 1.72682 0.02171 1.88 -0.71 -0.68
N -1.17548 1.06511 -0.06011 0.58 0.55 0.12
N -1.83164 -0.11360 -0.05310 0.18 -1.89 -0.02
F -1.37710 -2.39593 -0.05720 -0.05 -0.09 -0.02
S 1.82864 -1.52366 -0.13829 0.20 -0.07 0.94